Here is ClFeH6O3 as an isolated structure from the OMol25 dataset. Energies are from ωB97M-V with the def2-TZVPD basis set.

Cartesian coordinates (Å):
Fe1 2.734 2.092 -0.007
Cl1 0.759 0.694 -0.158
O1 -2.176 2.152 0.918
H1 -1.716 1.358 0.646
H2 -1.540 2.626 1.454
O2 1.265 -1.603 -2.323
H3 0.905 -0.871 -1.822
H4 2.213 -1.517 -2.227
O3 -0.830 -2.013 1.045
H5 -0.842 -1.705 1.952
H6 -0.772 -1.214 0.521

Output
* HOMO (spin up / spin down): -14.1 / -14.1 eV
* HOMO-LUMO gap (spin up / spin down): 5.13 / 4.91 eV
* net charge: +1
* energy: -53138.6777 eV
* spin multiplicity: 5
* LUMO energy (spin up / spin down): -9.0 / -9.2 eV
* expectation value of S²: 6.01
* energy relative to the best compared isomer or geometry (same formula, charge and spin): 13.04 kcal/mol